ORCA calculation (ωB97M-V/def2-TZVPD) on C30H69BrClGaO2P as an isolated structure.

Each line ends with the Mulliken charge.
Geometry (Å):
C 2.60 2.73 1.04  -0.29
C 3.83 1.94 0.60  -0.90
C 3.61 0.44 0.37  -0.16
Br 3.19 0.16 -1.55  -0.30
Ga 2.28 -0.56 1.59  -1.21
C 1.61 -2.31 0.83  -1.29
C 0.36 -2.36 -0.07  2.49
C -0.82 -1.42 0.27  1.58
C -0.94 -0.20 -0.67  -1.45
C -1.28 1.14 0.01  0.38
C -2.76 1.52 -0.03  -0.57
C -3.21 2.67 0.87  -0.92
C -2.50 2.87 2.20  -0.28
O -2.91 1.86 3.11  -0.41
C -1.88 1.33 3.92  -0.18
P 3.70 -1.26 3.40  0.14
O 2.55 -1.32 4.59  -0.48
Cl 4.52 0.65 3.90  -0.36
H 2.68 3.79 0.76  0.21
H 1.70 2.33 0.56  -0.08
H 2.46 2.67 2.12  0.33
H 4.23 2.40 -0.31  0.43
H 4.62 2.03 1.36  0.24
H 4.57 -0.07 0.47  0.62
H 1.12 0.36 2.17  0.32
H 1.45 -3.00 1.67  0.56
H 2.46 -2.73 0.27  0.35
H 0.67 -2.16 -1.10  -0.60
H -0.03 -3.39 -0.08  -1.42
H -0.70 -1.07 1.30  0.42
H -1.75 -1.99 0.24  -1.81
H -1.71 -0.41 -1.42  0.53
H 0.00 -0.07 -1.22  0.23
H -0.94 1.10 1.05  -0.37
H -0.69 1.93 -0.47  0.30
H -3.36 0.62 0.19  0.14
H -3.00 1.79 -1.07  0.28
H -4.27 2.52 1.13  0.36
H -3.16 3.62 0.32  0.40
H -1.41 2.82 2.08  0.12
H -2.75 3.86 2.60  0.41
H -0.97 1.12 3.34  0.10
H -2.25 0.40 4.34  0.23
H -1.61 2.02 4.73  0.30
H 2.89 -1.86 5.28  0.30
C 1.91 9.27 2.96  -1.20
C 1.34 9.23 1.55  -0.36
C -0.01 8.51 1.45  -0.88
C 0.02 7.05 1.88  -0.71
C 1.02 6.17 1.12  0.05
C 0.74 6.10 -0.38  -1.23
H 2.10 8.27 3.35  0.28
H 2.85 9.82 3.00  0.38
H 1.21 9.77 3.65  0.29
H 2.06 8.75 0.88  0.23
H 1.22 10.25 1.18  0.38
H -0.37 8.59 0.43  0.32
H -0.73 9.05 2.07  0.41
H -0.98 6.63 1.75  0.30
H 0.23 6.98 2.95  0.35
H 0.98 5.16 1.54  0.09
H 2.04 6.53 1.29  0.32
H -0.26 5.71 -0.57  0.24
H 1.45 5.43 -0.87  0.40
H 0.82 7.07 -0.86  0.37
C 2.76 -3.70 -2.68  -1.06
C 1.79 -3.15 -3.71  -0.38
C 0.54 -4.02 -3.87  0.38
C 0.80 -5.46 -4.33  -0.74
C 1.51 -5.58 -5.68  -0.59
C 0.73 -4.96 -6.83  -1.21
H 3.22 -4.64 -2.99  0.41
H 3.56 -2.99 -2.49  0.36
H 2.25 -3.87 -1.73  0.07
H 2.30 -3.00 -4.67  0.48
H 1.45 -2.16 -3.39  0.18
H -0.17 -3.54 -4.54  0.45
H 0.06 -4.06 -2.89  -0.75
H -0.16 -5.98 -4.39  0.50
H 1.38 -5.99 -3.57  0.37
H 1.68 -6.64 -5.89  0.40
H 2.49 -5.11 -5.61  0.25
H -0.26 -5.42 -6.93  0.28
H 1.25 -5.09 -7.78  0.39
H 0.58 -3.89 -6.69  0.29
C -1.26 -5.79 -0.88  -0.41
C -2.67 -5.99 -0.35  -0.70
C -3.57 -4.78 -0.59  -0.99
C -3.06 -3.47 0.02  0.01
C -2.81 -3.52 1.52  0.13
C -4.06 -3.82 2.34  -1.61
H -0.77 -4.95 -0.39  -0.40
H -0.64 -6.67 -0.72  0.49
H -1.28 -5.58 -1.95  0.06
H -2.63 -6.21 0.72  0.32
H -3.13 -6.87 -0.82  0.43
H -4.58 -5.00 -0.22  0.38
H -3.67 -4.63 -1.67  0.40
H -3.78 -2.68 -0.20  0.43
H -2.13 -3.17 -0.48  0.08
H -2.39 -2.55 1.83  0.28
H -2.03 -4.26 1.75  0.25
H -4.84 -3.08 2.15  0.31
H -3.84 -3.81 3.41  0.43
H -4.47 -4.81 2.11  0.33

Results
- Kohn-Sham gap: 7.0 eV
- Maximum force: 1.72 eV/Å
- DFT total energy: -180556.5055 eV
- HOMO: -4.4 eV
- LUMO: 2.604 eV
- Charge: -1